[1]
The following is a quantum chemistry calculation of one molecule with the formula C24H35N3O5S, from OMol25.

Geometry as XYZ:
```
68
Properties=species:S:1:pos:R:3:forces:R:3:nbo_charge:R:1
C -0.699566 0.377542 0.366704 0.2 0.0 -0.2 -0.326
H -2.414305 1.702052 0.577071 -0.1 0.0 0.0 0.212
H -3.161342 -4.358571 0.057073 0.1 0.1 0.0 0.236
H 1.219187 0.777466 2.354643 0.1 0.1 0.0 0.196
C 0.819475 0.523556 0.248247 -0.2 0.0 0.2 -0.407
H 1.568315 -3.589517 -0.383648 0.0 0.0 0.1 0.212
H 2.426624 1.547373 1.303974 0.0 -0.2 0.1 0.237
N 0.705177 2.611675 1.565638 0.5 0.9 -0.3 -0.676
H -3.670192 -3.623752 -2.119403 0.0 0.0 0.0 0.214
S 1.404554 3.940012 0.855107 0.0 0.0 0.3 2.323
C 0.877797 -3.769000 0.444613 0.4 -0.3 0.2 -0.250
C 0.460539 3.208534 -5.083895 0.0 0.0 0.0 -0.631
H -1.919111 -3.423436 -2.102218 0.0 0.0 -0.1 0.208
H -0.656145 4.888168 -0.874904 -0.1 0.1 0.0 0.240
H 0.938166 -2.936793 1.148098 0.1 0.0 -0.1 0.223
C -1.489802 -3.146205 0.532699 -0.4 -0.5 -0.4 0.699
H 0.512643 -6.251433 2.805339 0.0 0.0 0.0 0.207
O 2.810171 3.860878 1.127177 0.0 -0.3 -0.3 -0.942
H 1.578655 -3.467216 3.423651 0.0 0.0 0.0 0.208
H 1.283518 -0.463652 0.239199 0.1 0.0 0.0 0.219
C 1.699384 -4.550215 3.427458 0.1 0.0 -0.2 -0.435
O 0.668861 5.083286 1.314145 -0.2 -0.1 -0.3 -0.945
H -2.860656 -0.595921 1.236077 -0.1 0.0 -0.1 0.232
C 1.279965 -5.081061 1.150283 -0.4 0.2 -0.2 0.100
H 2.981193 2.729690 -1.197481 0.1 -0.1 0.0 0.240
H -0.318445 -4.696670 2.587649 -0.1 0.0 0.0 0.232
N -2.514649 -0.808762 -0.807941 -0.3 -0.2 -0.2 -0.453
C -3.862441 -2.367552 0.514016 0.2 -0.1 0.1 -0.415
C 1.363670 1.336487 1.422027 0.4 -0.5 -0.3 -0.232
H -1.086864 3.582533 1.635302 -0.2 -0.1 0.1 0.239
H 1.016055 -5.923727 0.496261 0.0 0.1 0.1 0.173
C -3.011264 -1.571330 -1.933832 0.1 0.0 -0.4 -0.229
C 1.163655 3.793958 -0.916148 0.1 0.1 0.7 -0.276
C -0.732382 2.551439 1.619272 -0.7 0.2 -0.2 -0.231
O -1.336935 -2.492272 1.547212 0.0 0.2 0.5 -0.666
C 0.714639 3.442008 -3.627399 0.0 0.0 0.1 0.010
C 2.091084 3.107081 -1.675809 0.2 0.0 -0.1 -0.212
C 0.642596 -5.202046 2.538174 0.1 -0.1 -0.1 -0.436
H -4.251823 -0.251148 0.191738 0.1 0.0 0.1 0.191
O -0.562706 -0.503121 -1.859224 0.3 -0.1 -0.2 -0.648
N -0.475956 -3.814048 -0.051516 0.3 -0.3 -0.1 -0.615
H -4.838788 -2.515814 0.050740 0.0 0.0 0.0 0.206
C -2.849303 -3.074815 -1.654907 0.0 0.1 0.0 -0.406
H -1.079160 4.566938 -3.304427 -0.1 0.1 0.0 0.213
C -2.857361 -3.323201 -0.136739 -0.2 0.1 0.2 -0.307
C 2.994313 -4.950086 2.720838 0.2 -0.1 0.4 -0.066
H -3.949538 -2.590052 1.576679 -0.1 0.0 0.0 0.235
H -2.445659 -1.278694 -2.818754 -0.2 0.0 0.1 0.250
H -0.313773 3.872845 -5.458582 0.0 0.0 -0.1 0.216
H 2.579687 2.390836 -3.628647 0.1 -0.1 -0.1 0.216
C 1.863763 2.932716 -3.028678 -0.1 0.0 0.1 -0.201
H -1.136714 2.299205 -0.489495 -0.1 0.0 0.0 0.215
H -0.921423 -0.192025 1.273594 -0.1 0.0 0.0 0.238
O 2.683121 -5.107392 1.343294 0.0 0.1 -0.2 -0.530
C -1.234729 -0.363580 -0.850968 0.1 0.3 0.3 0.713
H 1.054537 1.009862 -0.699170 0.0 -0.1 0.1 0.225
C -0.191794 4.152473 -2.848281 0.1 -0.1 0.1 -0.210
H 0.135008 2.179535 -5.236585 0.0 0.0 -0.1 0.230
H 3.371399 -5.907667 3.104609 0.0 0.1 0.0 0.165
H 3.783978 -4.200330 2.814511 0.0 -0.1 0.0 0.186
C -1.333440 1.771797 0.446312 0.1 -0.1 0.2 -0.407
H -1.016068 2.068066 2.562106 0.0 0.1 0.0 0.197
C 0.029759 4.329969 -1.493071 -0.1 0.1 0.0 -0.217
H 1.368844 3.360114 -5.663048 0.0 0.0 -0.1 0.221
H -0.652233 -4.406504 -0.846138 -0.1 0.2 0.0 0.396
H 1.666450 -4.903602 4.455022 0.0 0.0 0.1 0.221
C -3.386714 -0.910471 0.339775 -0.2 0.2 0.4 -0.214
H -4.063486 -1.312166 -2.078649 0.0 0.0 0.0 0.191
```
Forces are in eV/Å.

- Frontier orbital gap: 9.4918 eV
- E_LUMO: 0.5 eV
- HOMO level: -8.959 eV
- SMILES: Cc1ccc(S(=O)(=O)N2CCC(C(=O)N3CCC(C(=O)NC[C@@H]4CCCO4)CC3)CC2)cc1



[2]
The following is a quantum chemistry calculation of C24H35N6SW as an isolated structure, from OMol25.

Geometry as XYZ:
```
67
Properties=species:S:1:pos:R:3:forces:R:3:nbo_charge:R:1
H -1.547546 -2.144372 3.201391 0.0 0.0 0.0 0.217
H -3.413573 1.767326 0.920902 0.0 0.0 0.0 0.210
N -2.102272 0.729552 -0.390144 0.3 0.2 0.0 -0.448
C 2.242347 4.623984 -0.498320 0.0 -0.1 0.0 0.364
N 0.456159 2.866600 -0.705345 0.0 0.2 -0.1 -0.638
H 0.467921 -6.485927 -1.147720 0.0 0.0 0.0 0.224
H -3.135668 0.089073 1.335014 0.0 0.0 0.0 0.232
W 0.202689 0.501970 -0.335583 0.0 -2.0 0.1 1.061
C 1.124848 -2.267630 2.464424 0.0 0.0 0.0 -0.598
S 2.709749 0.790202 -0.166543 -0.2 0.0 -0.1 0.010
H -1.395623 -1.365600 1.627256 0.0 -0.1 0.1 0.194
H -2.185142 2.797884 -0.831425 0.0 0.0 0.0 0.185
C 0.210366 -4.890859 0.263558 0.0 0.0 0.0 -0.235
H 1.293959 -1.362900 1.881588 0.0 0.0 0.0 0.199
H 1.101497 2.045513 4.658273 0.0 0.0 0.0 0.223
C 2.059303 -1.468158 -3.046816 0.0 0.0 0.0 -0.588
H 1.844814 -0.502972 -2.577523 0.0 -0.1 0.0 0.176
C 2.796796 2.458600 -0.274772 0.1 0.1 0.0 0.230
C 0.423202 -5.415340 -0.997704 0.0 0.1 0.0 -0.182
C -0.229404 1.102773 1.657212 -0.1 0.0 0.0 -0.321
C 0.794751 -2.330361 -3.145273 0.0 0.1 0.1 -0.245
C -0.393663 -1.481887 -3.594486 0.0 0.0 0.0 -0.583
H 4.790967 3.018107 0.040923 0.0 0.0 0.0 0.444
N 3.512943 4.611092 -0.282803 0.0 -0.1 0.0 -0.213
H 0.966865 -3.055708 -3.941261 0.0 0.0 0.0 0.215
H -3.831582 -0.396853 -0.852772 0.0 0.0 0.0 0.196
C 0.541123 -3.171092 -1.901910 0.0 -0.1 -0.3 0.006
H 0.089996 -5.557651 1.108225 0.0 0.0 0.0 0.216
H 0.117909 3.203577 -1.607120 0.0 -0.1 0.1 0.412
C 1.385625 5.814855 -0.703584 0.0 0.0 0.0 -0.672
H 2.009797 6.703170 -0.666926 0.0 0.0 0.0 0.277
N 1.762946 3.316292 -0.499278 -0.1 0.1 0.0 -0.238
H -3.577299 1.883943 -1.405636 0.0 0.0 0.0 0.214
H -2.232225 -2.928376 1.773421 0.0 0.0 0.0 0.210
H -0.187999 -1.039586 -4.571397 0.0 0.0 0.0 0.215
H -1.281305 2.536621 5.132326 0.0 0.0 0.0 0.225
C 0.590882 -4.551125 -2.065104 0.0 0.0 0.0 -0.205
C -2.491094 1.848332 -1.275227 0.0 0.0 0.0 -0.414
H -2.993084 2.085611 3.417066 0.0 0.0 0.0 0.216
C -0.988238 2.139283 4.169349 0.0 0.0 0.0 -0.185
H -1.304588 -2.077176 -3.675811 0.0 0.0 0.0 0.216
C -1.571187 1.374908 1.964454 0.0 0.0 0.1 -0.074
H 0.770064 -4.953880 -3.054134 0.0 0.0 0.0 0.214
H -2.024184 1.724852 -2.251994 0.0 0.0 0.0 0.215
H 2.033262 -2.871107 2.438391 0.0 0.0 0.0 0.215
C -1.394273 -2.330093 2.136633 0.0 0.1 -0.1 -0.602
H 2.459529 -1.263144 -4.040876 0.0 0.0 0.0 0.218
C 0.146988 -3.518084 0.483502 0.0 -0.2 0.3 0.101
H -0.127229 -3.982456 2.501458 0.0 0.0 0.0 0.208
H 2.838605 -1.954002 -2.459207 0.0 0.0 0.0 0.223
C -2.641002 0.995889 0.981358 -0.1 0.0 0.1 -0.262
N 0.222493 -1.272276 -0.426172 0.2 1.3 -0.1 -0.586
H -2.415088 -1.358816 -0.346941 0.0 0.0 0.0 0.235
C 0.349021 1.867182 3.900725 0.0 0.0 0.0 -0.220
C -0.067803 -3.060909 1.919955 0.1 0.1 -0.1 -0.253
C 0.717494 1.363124 2.663009 -0.1 0.0 0.0 -0.228
H -0.138815 3.231215 0.041883 0.0 0.0 0.0 0.424
H -0.574028 -0.666702 -2.888669 0.0 0.0 0.0 0.177
H -2.462571 -0.636585 -1.958929 0.0 0.0 0.0 0.221
C -2.744062 -0.497302 -0.920016 0.0 0.0 -0.1 -0.412
C -1.947570 1.890286 3.203552 0.0 0.0 0.0 -0.215
H 0.628051 5.888650 0.078513 0.0 0.0 0.0 0.243
N 3.837914 3.285027 -0.147126 0.1 0.1 0.0 -0.359
H 0.886039 5.781770 -1.673174 0.0 0.0 0.0 0.238
H 1.764002 1.151536 2.479639 0.0 0.0 0.0 0.211
H 0.940924 -1.972480 3.499467 0.0 0.0 0.0 0.212
C 0.306309 -2.657395 -0.615768 -0.1 0.5 0.1 0.032
```
Forces are in eV/Å.

- Frontier orbital gap (alpha / beta): 6.5970 / 6.6827 eV
- E_LUMO (alpha / beta): -3.0 / -2.9 eV
- HOMO level (alpha / beta): -9.625 / -9.565 eV
- Charge: +1



Which max |F| belongs to each record? In order, 0.02131, 0.03954 Eh/bohr.